Entry from the Open Molecules 2025 dataset: a cluster of 2 separate species, C2H4O3P in total in a non-equilibrium geometry (wB97M-V/def2-TZVPD).

* total charge: -1
* gap between HOMO and LUMO (alpha / beta): 6.618 / 6.617 eV

Each line ends with the Löwdin charge.
Cartesian coordinates (Å):
C -0.096 -0.318 -0.854  -0.3907
C -0.929 0.945 -1.360  -0.1660
O -0.530 -1.428 -1.282  -0.1880
O 1.806 1.911 -1.205  -0.4577
O 2.063 1.603 1.269  -0.5665
P 2.255 0.817 0.035  0.6394
H -0.529 1.936 -1.308  0.0190
H -1.909 0.909 -0.983  0.0198
H -1.091 0.615 -2.428  0.0638
H 1.416 1.336 -1.950  0.0268